DFT (ωB97M-V/def2-TZVPD) results for C5H7PS in the gas phase in a non-equilibrium geometry.

Output
lowest unoccupied orbital energy (alpha / beta)	-0.0414 / -0.0195	hartree
gap between HOMO and LUMO (alpha / beta)	7.02 / 8.11	eV
HOMO energy (alpha / beta)	-8.144 / -8.646	eV
energy relative to the best compared isomer or geometry (same formula, charge and spin)	128.8	kcal per mole

Each line ends with the natural charge from an NBO analysis.
Element x y z (Å)
1 C 0.5172 1.2522 -0.9234  -0.097
2 C -1.5114 1.7472 -0.6038  -0.472
3 C 0.8296 0.2064 -0.0796  -0.152
4 C 1.7883 -0.7808 -0.2766  -0.303
5 C -0.2377 -0.1666 0.9757  -0.729
6 P -1.8730 0.6767 0.7010  0.695
7 S -2.6477 -1.0077 -0.5269  -0.342
8 H 0.8176 1.5379 -1.8801  0.188
9 H -1.5620 2.8301 -0.5486  0.192
10 H 1.6978 -1.6948 0.2752  0.191
11 H 2.5447 -0.6032 -0.9242  0.185
12 H -0.4137 -1.1895 0.8676  0.241
13 H 0.2276 -0.0693 1.9619  0.244
14 H -3.9232 -0.7597 0.0079  0.159


DFT (ωB97M-V/def2-TZVPD) results for an isolated ion of composition C5H8 and charge -1 in a non-equilibrium geometry.

Output
multiplicity	2
lowest unoccupied orbital energy (alpha / beta)	0.1711 / 0.1668	hartree
gap between HOMO and LUMO (alpha / beta)	3.68 / 7.29	eV
total charge	-1
⟨S²⟩	0.7681
HOMO energy (alpha / beta)	0.976 / -2.754	eV
energy relative to the best compared isomer or geometry (same formula, charge and spin)	18.4	kcal per mole

Each line ends with the natural charge from an NBO analysis.
Element x y z (Å)
1 C 0.1058 2.5045 -0.2486  -0.661
2 C 0.4348 1.3064 0.3303  -0.295
3 C -0.3317 0.0779 0.0332  -0.345
4 C 0.3427 -1.1061 -0.0285  -0.388
5 C -0.3919 -2.4273 -0.1222  -0.637
6 H 0.7516 3.3646 -0.0629  0.152
7 H -0.8947 2.6540 -0.6470  0.157
8 H 1.2191 1.2328 1.0769  0.166
9 H -1.4072 0.1381 0.1505  0.173
10 H 1.3809 -1.1810 0.2788  0.159
11 H -1.3867 -2.2660 -0.5447  0.186
12 H -0.5656 -2.7857 0.9288  0.152
13 H 0.0970 -3.1567 -0.7666  0.182


DFT (ωB97M-V/def2-TZVPD) results for C5H8 in the gas phase in a non-equilibrium geometry.

Output
lowest unoccupied orbital energy	0.0467	hartree
gap between HOMO and LUMO	10.58	eV
HOMO energy	-9.312	eV
energy relative to the best compared isomer or geometry (same formula, charge and spin)	36.0	kcal per mole

Each line ends with the natural charge from an NBO analysis.
Element x y z (Å)
1 C 0.1427 1.7861 1.3077  -0.423
2 C 0.5203 0.4561 1.1557  -0.163
3 C -0.2394 -0.6589 0.4574  -0.494
4 C 0.2382 -0.7142 -0.9627  -0.161
5 C -0.6055 -0.9196 -1.9544  -0.393
6 H 0.8331 2.4062 1.8875  0.201
7 H -0.8150 2.2742 0.9649  0.201
8 H 1.6156 0.2447 1.5920  0.199
9 H -1.2769 -0.3705 0.5120  0.220
10 H -0.0453 -1.6813 0.9750  0.227
11 H 1.3097 -0.7207 -1.1311  0.202
12 H -0.2532 -1.0830 -2.9297  0.192
13 H -1.7067 -0.7668 -1.8925  0.192


DFT (ωB97M-V/def2-TZVPD) results for C5H8 in the gas phase in a non-equilibrium geometry.

Output
lowest unoccupied orbital energy	-0.0108	hartree
gap between HOMO and LUMO	7.27	eV
HOMO energy	-7.561	eV
energy relative to the best compared isomer or geometry (same formula, charge and spin)	119.3	kcal per mole

Each line ends with the natural charge from an NBO analysis.
Element x y z (Å)
1 C 1.8058 0.0044 0.7249  -0.368
2 C 1.3084 0.1601 -0.6429  -0.542
3 C -0.0146 -0.4943 -0.4398  -0.109
4 C -1.2098 0.2379 -0.0529  -0.242
5 C -2.4802 -0.1084 -0.2183  -0.390
6 H 2.7297 -0.5885 0.8103  0.181
7 H 1.8234 0.7267 1.5309  0.196
8 H 1.1392 1.1820 -0.2390  0.252
9 H 1.7267 0.0548 -1.6347  0.219
10 H 0.0095 -1.5294 -0.0925  0.204
11 H -0.9140 1.0682 0.5885  0.199
12 H -2.6392 -1.1013 -0.6308  0.192
13 H -3.2849 0.3879 0.2962  0.208


DFT (ωB97M-V/def2-TZVPD) results for a 2-piece molecular cluster, C5H8 overall in a non-equilibrium geometry.

Output
lowest unoccupied orbital energy (alpha / beta)	0.0006 / 0.0146	hartree
gap between HOMO and LUMO (alpha / beta)	8.40 / 8.41	eV
HOMO energy (alpha / beta)	-8.383 / -8.009	eV
energy relative to the best compared isomer or geometry (same formula, charge and spin)	115.2	kcal per mole

Each line ends with the natural charge from an NBO analysis.
Element x y z (Å)
1 C 1.4786 1.2200 0.4546  -0.542
2 C 0.6541 -0.8119 1.4843  -0.409
3 C -0.2641 -0.6473 0.4513  -0.103
4 C -0.8273 -0.1629 -0.5150  0.043
5 C -1.7364 0.1106 -1.6247  -0.688
6 H 1.7728 0.4261 -0.2221  0.201
7 H 2.2392 2.0084 0.5066  0.161
8 H 0.5893 1.5178 0.9916  0.200
9 H 0.3407 -0.5792 2.5012  0.215
10 H 1.4127 -1.5886 1.3902  0.215
11 H -2.4008 -0.7425 -1.8205  0.237
12 H -2.3713 0.9762 -1.4068  0.234
13 H -1.2057 0.3216 -2.5597  0.235


DFT (ωB97M-V/def2-TZVPD) results for C5H8 in the gas phase in a non-equilibrium geometry.

Output
lowest unoccupied orbital energy	0.0496	hartree
gap between HOMO and LUMO	10.49	eV
HOMO energy	-9.144	eV
energy relative to the best compared isomer or geometry (same formula, charge and spin)	70.4	kcal per mole

Each line ends with the natural charge from an NBO analysis.
Element x y z (Å)
1 C 2.0313 -0.4038 0.0535  -0.167
2 C 1.6600 0.7681 -0.3303  -0.167
3 C 0.7073 -0.0621 0.3868  -0.243
4 C -1.7600 0.3126 0.1101  -0.623
5 C -0.5490 -0.5662 -0.3173  -0.399
6 H 2.7113 -1.2194 0.2671  0.223
7 H 1.9061 1.7801 -0.5655  0.224
8 H 0.4038 0.1854 1.4925  0.147
9 H -2.1842 -0.3588 0.8405  0.211
10 H -2.3653 0.2647 -0.7805  0.210
11 H -1.3840 1.3516 0.4313  0.213
12 H -0.4547 -0.4763 -1.4275  0.182
13 H -0.7225 -1.5759 -0.1608  0.191


DFT (ωB97M-V/def2-TZVPD) results for C5H8 in the gas phase in a non-equilibrium geometry.

Output
lowest unoccupied orbital energy	0.0450	hartree
gap between HOMO and LUMO	10.34	eV
HOMO energy	-9.116	eV
energy relative to the best compared isomer or geometry (same formula, charge and spin)	7.9	kcal per mole

Each line ends with the natural charge from an NBO analysis.
Element x y z (Å)
1 C 0.2381 1.0382 -0.3802  -0.402
2 C 1.1693 0.1226 0.5112  -0.435
3 C 0.3240 -1.1114 0.6491  -0.204
4 C -0.8204 -1.0963 0.0227  -0.188
5 C -1.1005 0.3060 -0.5309  -0.435
6 H 0.1245 2.0154 0.0095  0.210
7 H 0.6972 1.1103 -1.3856  0.202
8 H 1.3656 0.6345 1.4779  0.205
9 H 2.1735 -0.0630 0.0417  0.213
10 H 0.7636 -1.9780 1.1816  0.205
11 H -1.5051 -1.9524 -0.2211  0.217
12 H -1.9396 0.6595 0.1653  0.202
13 H -1.4903 0.3146 -1.5412  0.210


DFT (ωB97M-V/def2-TZVPD) results for C5H8AgBr4O3 as an isolated structure in a non-equilibrium geometry.

Output
lowest unoccupied orbital energy	0.0246	hartree
gap between HOMO and LUMO	3.09	eV
total charge	-1
HOMO energy	-2.423	eV
energy relative to the best compared isomer or geometry (same formula, charge and spin)	77.0	kcal per mole

Each line ends with the natural charge from an NBO analysis.
Element x y z (Å)
1 Ag -10.6143 16.7352 -0.1970  0.027
2 C -9.2003 16.7232 3.9848  0.891
3 O -10.1216 17.4842 3.6400  -0.654
4 O -8.8584 16.5848 5.2019  -0.679
5 O -8.7361 16.0015 3.1161  -0.582
6 Br -16.4285 17.6138 -0.5135  0.034
7 C -18.2574 17.9112 -0.8997  -0.487
8 C -18.3426 18.9936 -1.9376  -0.437
9 Br -20.1892 19.0387 -2.5590  -0.034
10 H -18.7091 18.1793 0.0554  0.229
11 H -18.7240 16.9732 -1.2005  0.232
12 H -17.7228 18.7852 -2.8097  0.228
13 H -18.0538 20.0114 -1.6752  0.234
14 Br -9.5635 10.6176 -6.4019  -0.067
15 C -9.7032 9.6140 -4.6779  -0.410
16 C -9.2951 10.5832 -3.5875  -0.446
17 Br -10.4168 12.2506 -3.5180  0.004
18 H -9.0222 8.7965 -4.9143  0.231
19 H -10.7166 9.2132 -4.6993  0.225
20 H -8.3109 10.8906 -3.9410  0.229
21 H -9.3050 10.0300 -2.6483  0.232


DFT (ωB97M-V/def2-TZVPD) results for C5H8AuLiO3 as an isolated structure in a non-equilibrium geometry.

Output
multiplicity	4
lowest unoccupied orbital energy (alpha / beta)	-0.5366 / -0.6467	hartree
gap between HOMO and LUMO (alpha / beta)	5.66 / 5.30	eV
total charge	+3
⟨S²⟩	3.7639
HOMO energy (alpha / beta)	-20.262 / -22.895	eV
energy relative to the best compared isomer or geometry (same formula, charge and spin)	24.6	kcal per mole

Each line ends with the natural charge from an NBO analysis.
Element x y z (Å)
1 C -2.5119 -1.5351 0.4622  -0.248
2 C -3.5945 -1.7060 1.2029  0.263
3 H -2.5330 -1.5638 -0.6324  0.259
4 H -1.2859 -2.2985 0.3263  0.299
5 H -3.7892 -1.3966 2.2332  0.221
6 Li -1.1706 0.8325 2.3301  0.993
7 O 0.8067 0.1091 -0.6296  -0.449
8 Au 1.6520 -2.2724 -1.3512  1.421
9 O 0.1380 -1.8945 -0.2448  -0.610
10 C 0.0481 -0.6661 0.0808  1.042
11 O -0.9855 -0.2374 0.7010  -0.684
12 C 1.6075 1.1645 -0.0453  -0.081
13 C 1.9605 2.0980 -1.1743  -0.643
14 H 0.9825 1.6719 0.7034  0.197
15 H 2.5170 0.7063 0.3704  0.234
16 H 1.0646 2.6241 -1.5266  0.254
17 H 2.6886 2.8294 -0.8017  0.291
18 H 2.4051 1.5347 -2.0043  0.240


DFT (ωB97M-V/def2-TZVPD) results for C5H8BeFO4 as an isolated structure in a non-equilibrium geometry.

Output
lowest unoccupied orbital energy	-0.2370	hartree
gap between HOMO and LUMO	9.13	eV
total charge	+1
HOMO energy	-15.581	eV

Each line ends with the natural charge from an NBO analysis.
Element x y z (Å)
1 C 1.3428 -1.0778 0.1025  -0.044
2 O 0.7123 0.1596 0.4421  -0.640
3 C 2.1635 -0.9451 -1.1591  -0.644
4 H 1.9736 -1.3194 0.9662  0.226
5 H 0.5892 -1.8726 0.0179  0.165
6 H 2.6263 -1.9167 -1.3770  0.246
7 H 1.5460 -0.6576 -2.0207  0.210
8 H 2.9591 -0.2007 -1.0282  0.238
9 C -0.0495 1.5803 0.0176  1.119
10 O -1.5582 0.7245 1.1652  -0.924
11 C -1.3770 -0.3901 0.4982  0.538
12 C -1.4468 -0.0056 -0.9700  -0.164
13 O -0.7915 1.2656 -1.0558  -0.465
14 O -0.1272 2.6053 0.6712  -0.559
15 F -1.7952 2.2141 3.4967  -0.852
16 H -1.8471 -1.2932 0.9078  0.256
17 H -0.9367 -0.7742 -1.5672  0.240
18 H -2.4905 0.1120 -1.2888  0.279
19 Be -1.4930 1.7916 2.1815  1.773


DFT (ωB97M-V/def2-TZVPD) results for a 2-piece molecular cluster, C5H8Br2O2 overall in a non-equilibrium geometry.

Output
lowest unoccupied orbital energy (alpha / beta)	-0.0718 / -0.0719	hartree
gap between HOMO and LUMO (alpha / beta)	5.95 / 5.95	eV
HOMO energy (alpha / beta)	-7.904 / -7.903	eV
energy relative to the best compared isomer or geometry (same formula, charge and spin)	53.4	kcal per mole

Each line ends with the natural charge from an NBO analysis.
Element x y z (Å)
1 C 0.9391 -0.1215 -1.0343  -0.027
2 C -0.0456 -0.4958 -0.1521  -0.183
3 C -0.8284 -1.7981 -0.1487  -0.656
4 C 1.6887 1.1412 -1.0648  -0.449
5 C -0.4375 0.3435 0.9058  0.852
6 O 0.0732 1.5408 1.2068  -0.612
7 O -1.2101 -0.0918 1.9427  -0.641
8 Br 3.4194 0.6978 -0.1456  -0.015
9 Br -2.8317 1.6160 -0.3794  -0.790
10 H 1.0590 -0.7405 -1.9533  0.230
11 H -0.6255 -2.5526 0.5601  0.224
12 H -0.6881 -2.1993 -1.2037  0.245
13 H -1.9383 -1.4945 -0.0337  0.259
14 H 1.1977 1.8623 -0.4740  0.256
15 H 2.1011 1.5168 -2.0903  0.266
16 H -0.4160 1.7257 2.1003  0.535
17 H -1.4568 -0.9500 1.9643  0.507


DFT (ωB97M-V/def2-TZVPD) results for a 2-piece molecular cluster, C5H8BrN overall in a non-equilibrium geometry.

Output
multiplicity	3
lowest unoccupied orbital energy (alpha / beta)	0.0341 / -0.0374	hartree
gap between HOMO and LUMO (alpha / beta)	5.27 / 8.51	eV
⟨S²⟩	2.0063
HOMO energy (alpha / beta)	-4.337 / -9.528	eV
energy relative to the best compared isomer or geometry (same formula, charge and spin)	45.0	kcal per mole

Each line ends with the natural charge from an NBO analysis.
Element x y z (Å)
1 C 1.4334 -1.1266 1.0319  -0.511
2 C -0.7464 1.5165 0.3926  -0.194
3 C 0.6210 -1.4180 0.0623  0.072
4 C 0.0400 -1.9371 -0.9894  -0.495
5 C -1.3055 0.4469 -0.2352  -0.281
6 N 0.1889 2.2887 -0.1300  -0.712
7 Br -2.8272 -0.4051 0.2417  0.125
8 H 2.4595 -0.7109 0.8892  0.228
9 H 1.1114 -1.4102 2.0557  0.225
10 H -0.8719 1.6620 1.4999  0.168
11 H -0.6870 -1.3034 -1.5679  0.209
12 H 0.5525 2.0260 -1.0170  0.370
13 H 0.2393 -2.9748 -1.2865  0.223
14 H -0.9601 0.2902 -1.1993  0.166
15 H 0.7521 3.0557 0.2519  0.407